Here is an isolated molecule of C17H16N2O5 at a distorted geometry from the OMol25 dataset. Energies are from ωB97M-V/def2-TZVPD.

Summary:
- ΔE to the lowest compared entry with this formula, charge and spin: 1590.9 kJ/mol
- E: -1142.5524 Ha
- HOMO: -7.53 eV
- E_LUMO: 0.2 eV
- Structure (SMILES): COc1cc(/C=N/NC(=O)[C@@H]2COc3ccccc3O2)ccc1O

Geometry as ORCA input:
```
! RIJCOSX wB97M-V def2-TZVPD def2/J DEFGRID3
* xyz 0 1
C -4.839 1.249 -2.068
O -4.710 0.596 -0.987
C -3.646 0.445 -0.259
C -2.504 0.947 -0.715
C -1.457 0.915 0.309
C -0.153 1.750 -0.079
N 0.935 1.283 0.242
N 1.982 1.940 0.145
C 3.372 1.447 0.317
O 4.202 2.321 0.073
C 3.782 0.311 0.710
C 4.256 -0.485 -0.320
O 3.186 -0.622 -1.273
C 2.145 -1.160 -0.871
C 1.201 -1.833 -1.629
C 0.121 -2.326 -1.563
C -0.036 -2.512 0.032
C 0.758 -2.098 0.916
C 1.903 -1.081 0.408
O 2.576 -0.609 1.451
C -1.571 0.122 1.593
C -2.677 -0.370 1.643
C -3.822 -0.269 0.849
O -4.877 -0.977 1.267
H -4.547 2.301 -1.968
H -4.178 0.913 -2.857
H -6.009 1.257 -2.463
H -2.461 1.735 -1.197
H -0.214 2.489 -1.015
H 2.000 3.062 -0.450
H 4.407 0.261 1.555
H 4.628 -1.508 -0.193
H 5.064 -0.070 -0.908
H 1.527 -1.828 -2.836
H -0.595 -2.988 -2.137
H -0.982 -2.929 0.373
H 0.609 -1.965 2.053
H -0.592 0.011 1.948
H -2.841 -0.879 2.566
H -5.633 -0.544 0.612
*
```

***

Here is a structure of composition C49H42BN11PTi from the OMol25 dataset. Energies are from ωB97M-V/def2-TZVPD.

Summary:
- ΔE to the lowest compared entry with this formula, charge and spin: 0.0 kJ/mol
- E: -3710.5793 Ha
- ⟨S²⟩: 3.837
- HOMO (spin up / spin down): -5.51 / -7.25 eV
- E_LUMO (spin up / spin down): 0.0 / -1.0 eV

Geometry as ORCA input:
```
! RIJCOSX wB97M-V def2-TZVPD def2/J DEFGRID3
* xyz 0 4
Ti 0.082 -1.012 0.402
C 4.471 -1.405 -0.026
C 3.289 -0.717 -0.274
N 2.296 -1.195 0.474
N 2.831 -2.182 1.238
C 4.127 -2.338 0.932
B 1.932 -2.988 2.227
N 1.144 -1.972 3.109
C 1.136 -1.892 4.447
C 0.361 -0.814 4.820
C -0.087 -0.284 3.613
N 0.378 -0.985 2.581
N 0.908 -3.799 1.410
C 0.697 -5.108 1.216
C -0.385 -5.255 0.368
C -0.789 -3.956 0.080
N -0.010 -3.082 0.710
N 2.813 -3.821 3.137
C 3.866 -3.360 3.862
C 4.268 -4.360 4.707
C 3.374 -5.415 4.438
N 2.500 -5.085 3.507
H 5.431 -1.259 -0.486
H 3.099 0.079 -0.974
H 4.718 -3.101 1.405
H 1.670 -2.610 5.045
H 0.143 -0.470 5.814
H -0.718 0.568 3.449
H 1.312 -5.833 1.716
H -0.820 -6.172 0.017
H -1.595 -3.603 -0.543
H 4.238 -2.359 3.732
H 5.079 -4.338 5.412
H 3.336 -6.395 4.882
N -7.534 -0.957 -6.551
C -6.686 -0.987 -5.778
C -5.619 -1.025 -4.809
C -4.850 -2.176 -4.662
C -3.826 -2.205 -3.733
C -3.545 -1.095 -2.935
C -4.331 0.049 -3.092
C -5.357 0.091 -4.018
C -2.451 -1.109 -1.939
C -2.819 -0.898 -0.583
C -4.121 -0.914 -0.074
C -4.023 -0.919 1.327
C -2.683 -0.902 1.626
N -1.913 -0.856 0.482
C -1.140 -1.375 -2.402
C -0.761 -1.717 -3.704
C 0.626 -1.940 -3.690
C 1.049 -1.713 -2.405
N 0.000 -1.334 -1.590
H -5.065 -3.045 -5.270
H -3.236 -3.104 -3.612
H -4.126 0.915 -2.475
H -5.956 0.984 -4.136
H -5.023 -0.975 -0.659
H -4.831 -0.945 2.039
H -2.234 -0.936 2.604
H -1.417 -1.785 -4.556
H 1.249 -2.234 -4.518
H 2.050 -1.807 -2.027
C -1.755 2.465 2.228
C -1.802 3.404 1.061
C -2.777 4.395 1.010
C -2.833 5.301 -0.036
C -1.894 5.227 -1.052
C -0.921 4.243 -1.015
C -0.864 3.320 0.027
P 0.499 2.072 0.124
C 1.234 2.115 -1.565
C 2.609 2.328 -1.693
C 3.248 2.218 -2.919
C 2.508 1.889 -4.043
C 1.143 1.687 -3.927
C 0.480 1.800 -2.708
C -1.013 1.619 -2.706
C 1.683 3.118 1.110
C 1.811 4.458 0.761
C 2.516 5.365 1.537
C 3.094 4.942 2.737
C 3.019 3.620 3.093
C 2.370 2.655 2.270
C 2.517 1.305 2.595
H -2.587 2.644 2.909
H -0.824 2.595 2.787
H -1.821 1.430 1.884
H -3.504 4.450 1.811
H -3.604 6.059 -0.056
H -1.914 5.931 -1.873
H -0.188 4.203 -1.810
H 3.195 2.576 -0.818
H 4.314 2.386 -2.989
H 2.991 1.784 -5.005
H 0.565 1.420 -4.803
H -1.303 0.925 -3.492
H -1.513 2.571 -2.895
H -1.398 1.234 -1.760
H 1.336 4.821 -0.140
H 2.595 6.396 1.221
H 3.605 5.651 3.376
H 3.486 3.271 4.004
H 3.035 1.017 3.499
H 2.145 0.522 1.954
*
```

***

Here is an isolated molecule of C5H6O from the OMol25 dataset. Energies are from ωB97M-V/def2-TZVPD.

Summary:
- ΔE to the lowest compared entry with this formula, charge and spin: 297.5 kJ/mol
- E: -269.2329 Ha
- HOMO: -10.09 eV
- E_LUMO: 1.0 eV
- Structure (SMILES): C#CC[C@H]1CO1

Geometry as ORCA input:
```
! RIJCOSX wB97M-V def2-TZVPD def2/J DEFGRID3
* xyz 0 1
C 0.139 -0.932 2.042
C -0.699 -0.656 1.220
C -1.236 -0.028 0.006
C -0.007 0.770 -0.413
C 1.046 0.084 -1.144
O 0.250 1.096 -1.761
H 0.935 -1.140 2.718
H -2.110 0.606 0.193
H -1.506 -0.764 -0.761
H 0.274 1.528 0.320
H 0.852 -0.927 -1.504
H 2.091 0.316 -0.946
*
```

***

Here is a cluster of 2 separate species, C35H43NO3Si in total at a distorted geometry from the OMol25 dataset. Energies are from ωB97M-V/def2-TZVPD.

Summary:
- E: -1929.4524 Ha
- HOMO: -5.80 eV
- E_LUMO: -1.5 eV

Geometry as ORCA input:
```
! RIJCOSX wB97M-V def2-TZVPD def2/J DEFGRID3
* xyz 0 1
C -3.051 -1.890 -3.842
C -3.017 -0.410 -3.871
C -1.700 0.225 -3.746
C -1.520 1.699 -3.969
O -0.689 -0.443 -3.446
C -4.232 0.356 -4.092
C -5.544 -0.363 -4.336
O -4.279 1.602 -4.069
H -4.039 -2.265 -3.548
H -2.821 -2.328 -4.830
H -2.308 -2.278 -3.137
H -2.450 2.170 -4.293
H -1.203 2.162 -3.026
H -0.716 1.847 -4.702
H -5.422 -1.387 -4.700
H -6.115 -0.386 -3.398
H -6.129 0.207 -5.063
C 4.891 3.181 -0.224
Si 4.550 2.038 1.199
C 6.123 1.393 1.959
C 3.528 2.847 2.529
O 3.747 0.699 0.570
C 2.415 0.249 0.762
C 2.275 -0.364 2.174
C 3.403 -0.802 2.873
C 3.278 -1.224 4.203
C 2.013 -1.378 4.772
C 0.877 -1.099 4.012
C 1.011 -0.579 2.718
C 1.465 1.393 0.374
C 0.622 2.036 1.284
C -0.222 3.060 0.836
C -0.136 3.523 -0.474
C 0.773 2.936 -1.361
C 1.582 1.880 -0.934
C 2.194 -0.923 -0.252
C 3.144 -2.120 -0.051
C 2.337 -3.228 0.620
C 0.866 -2.898 0.353
N 0.857 -1.518 -0.106
C -0.280 -0.924 -0.478
C -1.549 -1.440 -0.174
C -2.661 -0.616 -0.167
C -3.967 -1.000 0.292
C -4.929 -0.006 0.616
C -6.172 -0.354 1.135
C -6.506 -1.705 1.323
C -5.579 -2.702 0.987
C -4.324 -2.363 0.480
H 5.374 4.096 0.147
H 5.564 2.701 -0.947
H 3.968 3.464 -0.747
H 6.722 2.240 2.323
H 5.917 0.732 2.811
H 6.716 0.837 1.220
H 4.187 3.514 3.107
H 2.711 3.447 2.108
H 3.099 2.107 3.221
H 4.389 -0.799 2.397
H 4.181 -1.457 4.768
H 1.912 -1.745 5.798
H -0.123 -1.274 4.409
H 0.130 -0.340 2.119
H 0.625 1.755 2.339
H -0.937 3.493 1.537
H -0.770 4.345 -0.813
H 0.875 3.290 -2.388
H 2.304 1.428 -1.624
H 2.298 -0.535 -1.279
H 3.419 -2.453 -1.060
H 4.062 -1.851 0.477
H 2.578 -4.215 0.213
H 2.522 -3.257 1.702
H 0.455 -3.554 -0.431
H 0.244 -3.034 1.250
H -0.194 0.004 -1.047
H -1.635 -2.493 0.121
H -2.514 0.438 -0.419
H -4.655 1.041 0.462
H -6.890 0.428 1.387
H -7.486 -1.976 1.722
H -5.837 -3.753 1.117
H -3.602 -3.137 0.217
*
```

***

Here is a cluster of 4 separate species, C2H11NO4 in total at a distorted geometry from the OMol25 dataset. Energies are from ωB97M-V/def2-TZVPD.

Summary:
- ΔE to the lowest compared entry with this formula, charge and spin: 102.6 kJ/mol
- E: -438.4720 Ha
- ⟨S²⟩: 0.754
- HOMO (spin up / spin down): -0.22 / -4.04 eV
- E_LUMO (spin up / spin down): 3.7 / 3.4 eV

Geometry as ORCA input:
```
! RIJCOSX wB97M-V def2-TZVPD def2/J DEFGRID3
* xyz -1 2
O 1.961 -1.184 -2.031
C 1.667 -0.446 -1.031
C 0.604 -0.817 -0.032
N -0.516 0.146 -0.009
H 2.117 0.548 -0.841
H 0.279 -1.786 -0.429
H 0.973 -0.948 0.997
H -0.974 0.219 -0.903
H -1.122 -0.026 0.790
H -0.717 -1.631 -2.754
H -0.489 -2.985 -2.164
O -1.190 -2.339 -2.297
H 0.160 2.162 1.110
H 0.646 2.131 -0.242
O 0.664 2.734 0.522
H -0.803 1.811 2.742
H -1.911 0.872 3.081
O -1.347 1.539 3.491
*
```

***

Here is a structure of composition C26H26Cl2IN6PrS2 at a distorted geometry from the OMol25 dataset. Energies are from ωB97M-V/def2-TZVPD.

Summary:
- ΔE to the lowest compared entry with this formula, charge and spin: 0.0 kJ/mol
- E: -3866.3816 Ha
- ⟨S²⟩: 2.005
- HOMO (spin up / spin down): -5.77 / -5.78 eV
- E_LUMO (spin up / spin down): -1.1 / -1.1 eV

Geometry as ORCA input:
```
! RIJCOSX wB97M-V def2-TZVPD def2/J DEFGRID3
* xyz 0 3
Pr 0.182 0.206 -0.048
C -2.932 4.733 -0.529
S -1.292 4.544 -1.275
C -0.493 3.419 -0.244
S 0.987 2.802 -0.878
N -1.016 3.087 0.941
N -0.390 2.031 1.506
C -0.297 1.888 2.816
C 0.348 0.730 3.324
C 0.524 0.536 4.710
C 1.189 -0.601 5.148
C 1.651 -1.538 4.198
C 1.426 -1.294 2.848
N 0.828 -0.166 2.411
H -3.131 5.789 -0.356
H -3.009 4.209 0.417
H -3.674 4.331 -1.212
H -0.703 2.644 3.485
H 0.133 1.274 5.401
H 1.336 -0.749 6.207
H 2.146 -2.452 4.487
H 1.687 -2.028 2.092
C 4.268 -0.135 0.359
C 3.312 -0.225 -0.800
C 2.576 -1.406 -1.034
C 1.752 -1.527 -2.169
C 1.108 -2.841 -2.480
C 1.623 -0.426 -3.044
C 2.373 0.755 -2.842
C 2.282 1.891 -3.806
C 3.220 0.836 -1.728
H 5.246 -0.565 0.124
H 3.882 -0.673 1.223
H 4.418 0.906 0.641
H 2.690 -2.249 -0.352
H 0.452 -3.152 -1.664
H 1.854 -3.627 -2.621
H 0.514 -2.782 -3.389
H 0.945 -0.504 -3.884
H 3.210 1.988 -4.381
H 2.126 2.840 -3.296
H 1.486 1.748 -4.532
H 3.787 1.744 -1.540
I -3.114 3.365 -4.979
C -2.753 2.047 -3.470
C -3.686 1.266 -2.733
N -2.995 0.548 -1.816
N -1.643 0.805 -1.879
C -1.490 1.715 -2.887
H -4.753 1.225 -2.855
H -3.381 -0.105 -1.132
H -0.524 2.115 -3.153
Cl 0.535 -4.658 0.827
C -0.910 -3.928 1.300
C -1.822 -4.624 2.094
C -3.004 -4.022 2.548
C -3.246 -2.661 2.239
C -2.339 -1.963 1.474
Cl -2.562 -0.255 1.198
C -1.147 -2.546 0.869
N -0.406 -1.963 0.053
H -1.555 -5.644 2.344
H -3.708 -4.584 3.134
H -4.121 -2.126 2.590
*
```

***

Here is an isolated molecule of C4H5NO at a distorted geometry from the OMol25 dataset. Energies are from ωB97M-V/def2-TZVPD.

Summary:
- ΔE to the lowest compared entry with this formula, charge and spin: 295.5 kJ/mol
- E: -285.3020 Ha
- HOMO: -9.62 eV
- E_LUMO: 0.7 eV
- Structure (SMILES): C#CCC(N)=O

Geometry as ORCA input:
```
! RIJCOSX wB97M-V def2-TZVPD def2/J DEFGRID3
* xyz 0 1
C -1.391 -1.710 -0.655
C -0.780 -1.001 0.118
C -0.482 0.182 0.864
C 0.789 0.983 0.484
N 1.282 0.730 -0.757
O 1.329 1.749 1.262
H -1.550 -2.638 -1.130
H -0.516 0.108 1.961
H -1.585 0.247 0.317
H 2.070 1.271 -1.081
H 0.835 0.080 -1.382
*
```